ORCA calculation (ωB97M-V/def2-TZVPD) on 2 unconnected molecules or ions with the total composition C16H24O5.

Max |F|: 0.55 eV/Å
Frontier orbital gap: 8.937 eV
Energy above the lowest of the compared OMol25 structures with the same formula, charge and spin: 0.552 eV
SMILES: CC(=O)OCCCCCCCCC1=CC(=O)C=CC1=O.O
Net charge: 0
HOMO: -9.9 eV
E_tot: -27217.544 eV

Positions of all 45 atoms, in Å:
1 C -2.755 0.194 -2.214
2 C -3.796 0.677 -1.235
3 O -4.083 1.834 -1.090
4 O -4.411 -0.324 -0.544
5 C -4.374 -0.204 0.897
6 C -3.241 -1.059 1.485
7 C -2.254 -0.265 2.359
8 C -1.024 0.252 1.579
9 C 0.259 0.181 2.396
10 C 1.516 0.592 1.621
11 C 1.693 -0.157 0.303
12 C 3.090 0.021 -0.302
13 C 3.111 -0.172 -1.792
14 C 2.466 -1.137 -2.445
15 C 2.550 -1.239 -3.927
16 O 2.462 -2.296 -4.504
17 C 2.775 0.045 -4.653
18 C 3.435 1.007 -4.025
19 C 3.911 0.784 -2.627
20 O 4.904 1.326 -2.204
21 H -3.191 0.118 -3.211
22 H -1.934 0.907 -2.228
23 H -2.387 -0.793 -1.940
24 H -5.348 -0.545 1.240
25 H -4.241 0.850 1.146
26 H -3.659 -1.900 2.040
27 H -2.715 -1.497 0.633
28 H -1.906 -0.923 3.158
29 H -2.785 0.579 2.804
30 H -0.951 -0.312 0.645
31 H -1.200 1.297 1.298
32 H 0.154 0.870 3.237
33 H 0.411 -0.807 2.839
34 H 1.456 1.666 1.414
35 H 2.387 0.442 2.266
36 H 1.444 -1.214 0.440
37 H 0.963 0.233 -0.414
38 H 3.758 -0.727 0.137
39 H 3.492 1.006 -0.064
40 H 1.862 -1.888 -1.948
41 H 2.413 0.141 -5.668
42 H 3.670 1.965 -4.471
43 O 0.677 -0.009 5.499
44 H -0.055 0.332 6.022
45 H 1.453 0.147 6.046

Charges computed using Löwdin, reported in e:
1. C 0.019
2. C -0.530
3. O 0.116
4. O -0.036
5. C -0.150
6. C -0.160
7. C -0.189
8. C -0.207
9. C -0.232
10. C -0.208
11. C -0.215
12. C -0.135
13. C -0.140
14. C 0.056
15. C -0.383
16. O 0.108
17. C 0.018
18. C 0.020
19. C -0.338
20. O 0.123
21. H 0.091
22. H 0.086
23. H 0.077
24. H 0.122
25. H 0.116
26. H 0.108
27. H 0.106
28. H 0.105
29. H 0.109
30. H 0.091
31. H 0.123
32. H 0.098
33. H 0.111
34. H 0.118
35. H 0.115
36. H 0.121
37. H 0.109
38. H 0.135
39. H 0.119
40. H 0.131
41. H 0.121
42. H 0.122
43. O -0.052
44. H 0.041
45. H 0.040